5 unconnected molecules or ions with the total composition C40H94N4O17P5 at a distorted geometry, computed with ωB97M-V with the def2-TZVPD basis set.

Geometry as XYZ:
```
160
Properties=species:S:1:pos:R:3:forces:R:3:lowdin_charge:R:1
C -2.4462 -2.1055 -2.3774 0.033 0.702 0.498 -0.11
O -3.6609 -2.5647 -2.9331 0.502 -0.167 -0.148 -0.18
C -3.5525 -3.1041 -4.2325 -0.575 0.039 -0.520 -0.23
C -4.2666 -2.2137 -5.2504 -0.619 -0.425 -0.004 -0.20
C -5.7806 -2.5057 -5.3661 1.090 0.761 -0.276 -0.19
C -6.4318 -1.4103 -6.2274 -0.513 -0.448 0.117 -0.22
C -7.8401 -1.0556 -5.7288 0.168 0.173 -0.334 -0.21
C -7.8169 -0.0776 -4.5457 0.195 -0.460 -0.569 -0.21
C -7.6270 1.3671 -4.9987 -0.749 -0.125 0.363 -0.21
C -7.7302 2.3660 -3.8287 0.714 -0.092 -0.163 -0.19
C -6.3950 3.0086 -3.4451 -0.360 0.493 -0.548 -0.19
C -5.8378 3.9156 -4.5666 0.376 -0.275 0.601 -0.17
C -4.2939 3.9735 -4.5026 -0.918 -0.734 -0.373 -0.08
C -3.6513 3.0969 -5.5347 0.672 0.863 0.682 -0.26
N -2.3373 2.9116 -5.5241 0.186 -0.598 -0.494 0.21
C -2.0736 2.0640 -6.5479 -0.371 0.873 0.747 -0.41
N -0.8871 1.5818 -6.8966 0.206 -0.875 -0.386 -0.09
P -0.7954 0.4514 -8.2642 -0.368 -0.024 -1.194 0.89
C 0.9372 -0.1670 -8.2947 -0.836 0.187 1.125 -0.27
C -1.7293 -1.0334 -7.6394 0.575 0.516 0.510 -0.28
N -3.2297 1.7797 -7.1723 -0.688 -0.824 -1.079 0.13
N -4.2390 2.4325 -6.5379 0.555 0.851 1.293 0.15
H -2.0857 -2.7318 -1.5576 -0.093 -0.254 -0.144 0.09
H -2.6304 -1.1174 -1.9453 0.016 0.001 0.013 0.08
H -1.6402 -1.9812 -3.1051 -0.106 -0.172 -0.175 0.08
H -2.5246 -3.2615 -4.5696 0.161 0.006 0.418 0.11
H -4.0582 -4.0751 -4.2353 0.170 -0.089 0.029 0.13
H -3.8398 -2.3835 -6.2448 0.104 0.148 0.036 0.09
H -4.1642 -1.1557 -4.9889 0.359 -0.030 0.076 0.10
H -6.2189 -2.5262 -4.3679 -0.067 -0.122 -0.003 0.12
H -5.8598 -3.4809 -5.8466 -0.413 -0.081 0.194 0.12
H -6.4773 -1.7351 -7.2696 0.015 -0.027 -0.010 0.11
H -5.7978 -0.5150 -6.2208 -0.041 0.050 0.069 0.08
H -8.4119 -0.6265 -6.5577 -0.100 0.088 0.110 0.11
H -8.3649 -1.9702 -5.4480 0.068 -0.059 0.005 0.11
H -6.9908 -0.3736 -3.8902 -0.169 0.054 0.274 0.12
H -8.7612 -0.1860 -4.0123 0.081 0.200 0.225 0.12
H -6.6798 1.4385 -5.5442 -0.013 0.116 0.032 0.07
H -8.4409 1.5802 -5.6958 0.185 0.038 -0.233 0.12
H -8.4271 3.1647 -4.0855 -0.142 -0.053 0.158 0.12
H -8.0944 1.8215 -2.9575 -0.267 0.171 0.017 0.11
H -5.6562 2.2415 -3.2002 -0.064 -0.045 0.170 0.11
H -6.5669 3.6676 -2.5937 0.266 -0.320 0.336 0.12
H -6.1833 3.5056 -5.5176 -0.059 0.410 -0.128 0.08
H -6.2361 4.9193 -4.4414 -0.159 -0.008 -0.255 0.12
H -3.9866 3.5553 -3.5424 0.225 0.144 0.025 0.10
H -3.8770 4.9769 -4.5459 0.065 -0.001 -0.264 0.13
H -0.0754 1.8840 -6.3794 -0.149 0.095 0.269 0.13
H 1.1998 -0.4603 -7.2756 0.382 -0.001 -0.083 0.05
H 1.6245 0.5638 -8.7051 0.067 -0.053 -0.074 0.04
H 0.8834 -1.0764 -8.8901 0.142 0.108 -0.224 0.04
H -1.1232 -1.9308 -7.7536 -0.089 -0.070 -0.178 0.04
H -2.6609 -1.1217 -8.1927 -0.007 -0.179 0.013 0.02
H -1.9357 -0.9297 -6.5719 -0.107 -0.038 -0.029 0.03
H -3.4735 1.1939 -7.9560 0.439 -0.066 -0.070 0.15
H -5.2237 2.4046 -6.7518 0.100 -0.343 -0.365 0.16
O -4.2329 -2.3415 3.9138 0.814 -1.123 2.521 -0.23
P -2.8067 -2.5514 3.5724 0.332 2.127 -5.669 0.54
O -2.2069 -1.0498 3.2817 0.088 -0.703 0.816 -0.20
C -2.6622 0.0872 4.0097 -0.207 0.562 0.057 -0.28
C -1.9431 0.2610 5.3330 0.142 -0.131 -0.043 -0.07
O -2.8815 -3.1669 2.0701 0.125 -0.395 0.405 -0.21
C -4.1255 -3.4691 1.4456 -0.235 0.082 -0.195 -0.28
C -4.6395 -2.2723 0.6759 0.021 0.237 -0.079 -0.06
O -1.3845 -3.2904 3.7483 -1.167 -0.146 1.748 -0.17
C -0.4040 -2.8475 4.6885 0.600 -0.021 0.596 -0.27
C -0.7646 -3.2153 6.1134 -0.142 -0.126 -0.068 -0.07
H -3.7416 0.0523 4.1669 -0.002 -0.254 -0.038 0.11
H -2.4660 0.9551 3.3762 0.076 -0.096 -0.092 0.11
H -2.0777 -0.6157 5.9702 -0.075 0.057 0.038 0.06
H -2.3276 1.1325 5.8641 -0.044 -0.013 -0.017 0.08
H -0.8717 0.4032 5.1811 -0.002 0.009 -0.017 0.07
H -4.8578 -3.8222 2.1701 0.044 0.134 0.117 0.11
H -3.9399 -4.2946 0.7552 0.168 0.012 0.045 0.12
H -4.7349 -1.3929 1.3141 -0.083 -0.109 0.150 0.07
H -5.6120 -2.4839 0.2288 0.015 -0.029 -0.016 0.08
H -3.9420 -2.0110 -0.1200 -0.045 -0.058 -0.038 0.04
H -0.2117 -1.7806 4.5799 -0.264 0.055 -0.095 0.09
H 0.5264 -3.3484 4.4189 -0.140 -0.099 -0.190 0.12
H -1.7544 -2.8359 6.3827 0.055 0.074 0.038 0.07
H -0.0292 -2.8098 6.8082 -0.013 0.039 -0.015 0.08
H -0.7908 -4.2989 6.2313 0.003 0.006 0.001 0.08
O 3.2119 -0.9809 5.5230 1.284 -3.563 1.655 -0.24
P 4.6272 -0.6264 5.1906 -1.959 7.907 -3.466 0.65
O 4.5934 0.9041 5.8552 0.481 -0.619 0.871 -0.23
C 3.9593 1.1682 7.1015 -0.327 0.272 0.155 -0.29
C 4.8548 0.8780 8.2911 0.125 -0.015 -0.103 -0.08
O 4.4119 -0.2590 3.6101 0.219 -1.088 -0.226 -0.23
C 3.2254 -0.6596 2.9231 -0.208 -0.048 -0.171 -0.29
C 2.1316 0.3776 3.0395 -0.038 0.292 0.080 -0.07
O 6.2267 -0.3785 4.8478 -0.037 -2.596 1.324 -0.22
C 7.1888 -0.0112 5.8323 0.585 -0.095 0.420 -0.27
C 7.5804 -1.1752 6.7209 -0.002 -0.121 -0.192 -0.06
H 3.0210 0.6199 7.1947 0.049 -0.125 -0.135 0.10
H 3.7017 2.2294 7.0943 0.070 0.013 -0.108 0.12
H 5.1717 -0.1679 8.2972 -0.068 -0.019 0.051 0.07
H 4.3276 1.0811 9.2238 -0.025 -0.023 -0.012 0.08
H 5.7513 1.4990 8.2690 -0.006 0.013 0.017 0.07
H 2.8788 -1.6291 3.2791 0.013 0.032 0.089 0.10
H 3.5019 -0.7874 1.8741 0.148 0.056 0.042 0.12
H 1.9036 0.6028 4.0819 -0.020 -0.162 0.030 0.07
H 1.2209 0.0275 2.5492 0.008 -0.003 -0.002 0.08
H 2.4365 1.3176 2.5764 0.013 -0.046 -0.080 0.08
H 6.8456 0.8450 6.4078 -0.266 -0.082 -0.039 0.10
H 8.0663 0.3284 5.2781 -0.120 -0.092 -0.214 0.13
H 6.7019 -1.6235 7.1939 0.005 0.088 0.087 0.07
H 8.2699 -0.8467 7.4985 -0.039 -0.003 0.030 0.09
H 8.0672 -1.9558 6.1347 -0.003 -0.003 0.008 0.08
O -3.0928 5.2172 0.0101 -1.200 1.292 2.234 -0.24
P -2.0149 4.9520 0.9952 4.052 -3.024 -3.274 0.54
O -0.6947 5.7248 0.4089 -0.730 0.222 0.809 -0.20
C -0.8069 6.9616 -0.2904 0.111 0.395 -0.438 -0.29
C -0.8638 8.1574 0.6392 0.038 -0.110 0.160 -0.07
O -1.6421 3.3957 0.7057 -0.321 0.132 0.442 -0.20
C -2.3754 2.6194 -0.2299 -0.085 -0.170 -0.296 -0.29
C -1.7707 2.7267 -1.6146 0.209 0.069 -0.181 -0.08
O -1.4709 4.7440 2.4973 -1.799 1.173 -0.029 -0.17
C -1.0058 5.8228 3.3112 0.120 0.454 0.617 -0.26
C -2.1389 6.6728 3.8498 -0.129 -0.176 -0.062 -0.07
H -1.6684 6.9625 -0.9604 -0.107 -0.190 0.133 0.10
H 0.0803 7.0369 -0.9216 0.044 -0.133 0.074 0.12
H -1.7146 8.0841 1.3201 -0.044 0.056 -0.076 0.06
H -0.9617 9.0806 0.0675 -0.025 -0.023 -0.024 0.08
H 0.0424 8.2282 1.2420 0.013 -0.003 -0.017 0.08
H -3.4289 2.8990 -0.2335 0.034 0.152 -0.007 0.10
H -2.3249 1.5828 0.1096 0.104 0.046 0.122 0.12
H -1.6979 3.7598 -1.9585 -0.180 0.059 0.110 0.07
H -2.3613 2.1670 -2.3452 0.016 -0.076 0.040 0.06
H -0.7534 2.3314 -1.6142 -0.034 -0.086 0.000 0.08
H -0.2664 6.4188 2.7774 -0.123 -0.053 -0.265 0.10
H -0.4757 5.3595 4.1438 -0.068 -0.199 -0.101 0.13
H -2.7704 7.0502 3.0409 0.059 0.081 0.015 0.07
H -1.7462 7.5187 4.4135 0.004 0.017 -0.034 0.09
H -2.7759 6.0838 4.5100 0.006 0.007 0.004 0.08
O 7.5568 -5.4895 1.1405 -2.071 2.069 0.075 -0.23
P 8.3557 -4.4528 1.8363 5.386 -2.798 0.782 0.53
O 9.5959 -4.1085 0.8192 -0.949 0.570 0.262 -0.20
C 9.4229 -4.1302 -0.5933 0.138 -0.162 -0.552 -0.29
C 8.8626 -2.8293 -1.1350 0.010 0.094 0.160 -0.08
O 9.1085 -5.2932 3.0015 -0.478 0.335 0.154 -0.20
C 8.8466 -6.6780 3.2203 0.094 -0.358 -0.028 -0.29
C 9.7782 -7.5445 2.3990 0.178 0.061 -0.097 -0.07
O 8.4999 -3.1399 2.7661 -1.890 -0.048 -0.917 -0.17
C 8.4859 -1.8141 2.2374 -0.155 0.726 -0.161 -0.26
C 7.0953 -1.3673 1.8363 -0.006 -0.226 0.019 -0.07
H 8.7987 -4.9693 -0.9044 -0.092 -0.019 0.229 0.11
H 10.4127 -4.3021 -1.0199 0.046 0.007 0.143 0.12
H 7.8928 -2.6035 -0.6859 -0.028 -0.047 -0.077 0.06
H 8.7339 -2.8911 -2.2164 -0.006 -0.043 0.010 0.08
H 9.5326 -1.9950 -0.9216 0.015 -0.010 -0.005 0.08
H 7.8026 -6.9162 3.0215 0.003 0.091 -0.152 0.10
H 9.0186 -6.8647 4.2819 0.044 0.173 0.015 0.12
H 9.7109 -7.3081 1.3368 -0.169 -0.018 0.000 0.07
H 9.5455 -8.6011 2.5378 -0.010 0.007 0.013 0.08
H 10.8138 -7.3749 2.6976 -0.016 -0.026 0.054 0.08
H 9.2012 -1.7137 1.4213 -0.012 -0.297 -0.070 0.10
H 8.8527 -1.1681 3.0371 -0.012 -0.196 0.130 0.12
H 6.6401 -2.0656 1.1268 0.088 0.053 -0.075 0.07
H 7.1288 -0.3765 1.3816 -0.006 -0.007 -0.012 0.09
H 6.4556 -1.3205 2.7103 -0.084 0.069 0.000 0.04
```
Forces are in eV/Å.

Orbital gap, eV: 9.04
Net charge: +1
LUMO level, eV: -2.259